A) The following is a quantum chemistry calculation of C2H2N2O2 in the gas phase, from OMol25.

Each line ends with the natural charge from an NBO analysis.
Geometry (Å):
N  -2.25  -0.15  1.68  -0.28
C  -1.15  -0.33  1.20  0.14
C  0.19  -0.61  0.44  0.61
O  0.96  -1.44  0.71  -0.50
N  0.08  0.36  -0.51  -0.36
O  0.96  0.48  -1.71  -0.53
H  -0.69  1.06  -0.64  0.43
H  1.91  0.63  -1.18  0.48

As for the SMILES: N#CC(=O)NO. Its LUMO energy is 0.12 eV. Its orbital gap is 11.28 eV.

B) The following is a quantum chemistry calculation of a molecular structure, C2H2N2O2, from OMol25.

Each line ends with the natural charge from an NBO analysis.
Geometry (Å):
C  0.44  0.32  -0.04  0.75
C  -0.96  -1.04  0.04  0.22
H  2.25  0.08  -0.50  0.49
H  -1.49  -1.90  0.22  0.20
N  -0.59  1.02  0.25  -0.36
N  -1.52  0.07  0.12  -0.24
O  1.67  0.75  -0.38  -0.64
O  0.46  -0.93  0.08  -0.42

Its LUMO energy is 0.47 eV. Its orbital gap is 10.41 eV.

In terms of stability, B) leads; the second structure lies 68.4 kJ/mol higher.

A) The following is a quantum chemistry calculation of C2H2N2O2 in the gas phase, from OMol25.

Each line ends with the natural charge from an NBO analysis.
Geometry (Å):
C  -1.24  -0.72  -0.13  0.20
C  1.36  0.14  -0.40  0.86
N  -0.54  -1.47  -0.78  -0.52
N  0.56  0.88  0.31  -0.38
O  2.34  0.06  -1.04  -0.42
O  -0.81  0.50  0.53  -0.39
H  -2.32  -0.58  0.27  0.20
H  0.66  1.19  1.23  0.45

Its LUMO energy (alpha / beta) is -0.67 / -0.68 eV. Its orbital gap (alpha / beta) is 8.45 / 8.44 eV.

B) The following is a quantum chemistry calculation of 2 unconnected molecules or ions with the total composition C2H2N2O2, from OMol25.

Each line ends with the natural charge from an NBO analysis.
Geometry (Å):
N  2.65  2.27  1.52  -0.11
N  1.63  1.97  1.80  0.44
O  0.57  1.73  2.15  -0.33
C  -0.48  0.46  -0.87  -0.40
C  0.21  -0.19  -0.12  0.32
O  1.12  -0.82  0.59  -0.68
H  -1.26  0.43  -1.58  0.24
H  1.59  -1.56  0.23  0.52

As for the SMILES: N#[N+][O-].C#CO. Its LUMO energy is 0.42 eV. Its orbital gap is 10.21 eV.

In terms of stability, B) leads; the second structure lies 41.0 kJ/mol higher.

A) The following is a quantum chemistry calculation of C3H8BNO in the gas phase, from OMol25.

Each line ends with the natural charge from an NBO analysis.
Geometry (Å):
B  0.59  -1.07  0.26  0.43
C  -1.23  0.62  -0.21  -0.27
C  2.02  -0.24  -0.43  -0.34
C  -1.37  -0.87  0.20  -0.56
N  -0.09  1.29  0.31  -0.32
O  0.98  0.35  0.57  -0.39
H  0.92  -1.71  1.06  -0.11
H  -1.72  -0.84  1.22  0.20
H  -1.11  0.75  -1.36  0.17
H  -2.24  1.07  0.24  0.22
H  2.99  -0.30  0.11  0.21
H  2.05  0.36  -1.33  0.19
H  -1.94  -1.46  -0.36  0.21
H  0.14  2.06  -0.27  0.36

Its LUMO energy is 0.81 eV. Its orbital gap is 9.53 eV.

B) The following is a quantum chemistry calculation of a molecular structure, C3H8BNO, from OMol25.

Each line ends with the natural charge from an NBO analysis.
Geometry (Å):
B  0.48  -0.68  0.03  0.95
C  -0.84  -1.54  -0.04  -0.74
C  -1.63  -0.22  -0.25  -0.42
C  -0.72  1.03  0.09  -0.22
N  0.74  0.60  0.22  -0.88
O  3.37  0.84  -0.23  -0.94
H  -0.90  -2.19  -0.82  0.23
H  -0.88  -2.15  0.82  0.24
H  -2.09  -0.26  -1.19  0.22
H  -2.59  -0.40  0.43  0.21
H  -0.57  1.84  -0.73  0.21
H  -1.16  1.54  0.95  0.19
H  2.83  1.34  0.33  0.49
H  3.96  0.25  0.37  0.46

Its LUMO energy is 0.06 eV. Its orbital gap is 9.28 eV.

In terms of stability, B) leads; the second structure lies 307.4 kJ/mol higher.

A) The following is a quantum chemistry calculation of 3 unconnected molecules or ions with the total composition C2H7S3, from OMol25.

Each line ends with the natural charge from an NBO analysis.
Geometry (Å):
S  -1.36  -0.36  0.76  -0.56
S  -3.42  -1.72  3.28  -0.30
H  -2.53  -1.27  2.35  0.16
H  -4.40  -1.09  2.63  0.14
C  0.74  0.60  -1.17  -0.46
C  2.20  0.45  -0.97  -0.55
S  2.90  1.14  -2.49  -0.44
H  0.08  0.19  -0.28  0.16
H  0.29  -0.02  -1.95  0.23
H  0.35  1.61  -1.18  0.23
H  2.55  -0.57  -0.83  0.20
H  2.59  1.04  -0.13  0.20

Its total charge is -1. Its LUMO energy is 0.95 eV. Its orbital gap is 4.73 eV.

B) The following is a quantum chemistry calculation of 2 unconnected molecules or ions with the total composition C2H7S3, from OMol25.

Each line ends with the natural charge from an NBO analysis.
Geometry (Å):
S  2.59  -1.12  -3.35  -1.06
H  2.25  0.03  -4.00  0.09
C  -1.07  0.96  2.72  -0.76
S  -0.73  1.05  0.99  0.05
S  -0.15  -0.89  0.51  0.03
C  0.12  -0.73  -1.26  -0.74
H  -1.79  0.15  2.89  0.21
H  -0.20  0.74  3.32  0.21
H  -1.58  1.86  3.00  0.23
H  1.07  -0.20  -1.39  0.27
H  0.19  -1.69  -1.75  0.27
H  -0.71  -0.16  -1.68  0.21

Its total charge is -1. Its LUMO energy is 2.85 eV. Its orbital gap is 5.49 eV.

In terms of stability, B) leads; the second structure lies 254.4 kJ/mol higher.